1.
{"formula": "C4H8O2", "method": "ωB97M-V/def2-TZVPD", "spin_multiplicity": 1, "max_force_ev_per_a": 2.17, "de_lowest_kj_mol": 268.4, "symbols": ["C", "C", "O", "C", "C", "O", "H", "H", "H", "H", "H", "H", "H", "H"], "coordinates": [[1.550, 0.666, 0.112], [0.658, -0.535, -0.106], [-0.143, -0.824, 1.033], [-1.398, -0.171, 0.844], [-0.398, -0.300, -1.195], [-0.624, 0.756, -1.750], [0.952, 1.534, 0.404], [2.286, 0.462, 0.895], [2.069, 0.909, -0.818], [1.243, -1.430, -0.362], [-1.552, 0.629, 1.550], [-2.189, -0.928, 0.867], [-1.018, -1.207, -1.375], [-1.435, 0.439, -0.099]], "lowdin_charge": [-0.030, -0.364, -0.120, -0.104, -0.273, 0.039, 0.090, 0.087, 0.089, 0.152, 0.095, 0.107, 0.148, 0.085]}

=====

2.
{"formula": "C2H13N2O3", "method": "ωB97M-V/def2-TZVPD", "spin_multiplicity": 2, "s_squared": 0.75, "max_force_ev_per_a": 3.68, "de_lowest_kj_mol": 194.1, "symbols": ["C", "C", "N", "N", "H", "H", "H", "H", "H", "H", "H", "H", "H", "O", "H", "H", "O", "H", "H", "O"], "coordinates": [[0.784, 0.810, 0.235], [1.099, -0.453, -0.078], [0.375, -1.099, -1.195], [1.307, 1.345, 1.397], [0.172, 1.496, -0.351], [1.851, -0.998, 0.366], [0.119, -2.042, -0.879], [-0.439, -0.537, -1.522], [1.106, -1.120, -1.981], [1.833, 0.692, 1.950], [1.539, 2.300, 1.603], [-0.300, 2.212, -2.106], [-0.384, 1.244, -3.475], [0.007, 1.424, -2.584], [-3.087, -1.354, 0.020], [-1.568, -1.410, 0.277], [-2.219, -1.270, -0.419], [-0.583, 0.227, 3.230], [-0.055, -0.812, 2.176], [-0.770, -0.591, 2.773]], "mulliken_spin": [0.888, 0.340, 1.045, -0.097, -0.034, 0.139, -0.703, 0.061, -0.613, -0.001, -0.001, 0.018, -0.051, 0.057, 0.027, -0.061, -0.022, -0.012, -0.026, 0.043]}

=====

3.
{"formula": "C6H6O4", "method": "ωB97M-V/def2-TZVPD", "spin_multiplicity": 1, "max_force_ev_per_a": 6.46, "de_lowest_kj_mol": 573.0, "symbols": ["C", "C", "C", "C", "C", "C", "O", "O", "O", "O", "H", "H", "H", "H", "H", "H"], "coordinates": [[-0.328, -1.255, 0.364], [-0.445, -0.714, 1.694], [0.719, 2.735, 1.302], [0.076, -0.492, -0.685], [0.154, 1.480, 1.127], [0.138, -0.905, -2.068], [0.747, 3.281, 2.375], [-0.268, 0.601, 1.952], [0.456, 0.874, -0.327], [-0.669, -2.083, -2.302], [-0.578, -2.273, 0.408], [-0.579, -1.168, 2.593], [1.159, 3.233, 0.475], [1.141, -0.995, -2.376], [-0.205, -0.194, -2.748], [-1.519, -2.125, -1.784]], "lowdin_charge": [-0.004, -0.018, -0.257, -0.192, -0.118, -0.176, 0.065, 0.103, -0.007, -0.065, 0.103, 0.093, 0.120, 0.126, 0.112, 0.115]}